Record 1
Density functional theory data (wB97M-V/def2-TZVPD) for C17H20N6V as an isolated structure in a non-equilibrium geometry.

LUMO (spin up / spin down): -0.2518 / -0.2630 Ha
⟨S²⟩: 3.76
HOMO energy (spin up / spin down): -0.56579 / -0.59045 Eh
Frontier orbital gap (spin up / spin down): 8.543 / 8.910 eV

The geometry in ORCA input format:
```
! RIJCOSX wB97M-V def2-TZVPD def2/J DEFGRID3
* xyz 2 4
V -0.00695 -0.35601 0.38076
C -0.63938 0.08359 3.88258
C 0.17361 -0.46114 2.74443
C -0.08103 -1.73661 2.20446
C 0.78764 -2.32832 1.25716
C 0.52958 -3.73572 0.77930
C 1.90906 -1.59636 0.81950
C 2.13732 -0.27783 1.26018
C 3.30913 0.52477 0.75309
C 1.23626 0.28503 2.19134
H -1.60123 -0.41762 3.97625
H -0.79729 1.15797 3.79778
H -0.08763 -0.09324 4.80642
H -0.91555 -2.31654 2.57773
H -0.44375 -3.83008 0.29649
H 0.52858 -4.41816 1.62972
H 1.30507 -4.07177 0.09136
H 2.61809 -2.05510 0.14463
H 3.00498 1.25304 0.00058
H 4.05700 -0.12508 0.30453
H 3.76946 1.07636 1.57076
H 1.42142 1.28777 2.55071
N 1.25305 -1.91322 -2.45411
C 0.70516 -0.70283 -2.63326
N 0.95130 -0.06858 -3.75716
C 0.36442 1.12609 -3.88195
N 0.61116 1.82863 -4.97065
N -0.51154 1.68126 -2.98097
C -0.66038 1.00271 -1.89758
N -0.03745 -0.18835 -1.59553
C -1.63977 1.48292 -0.85941
C -2.44928 2.57049 -1.06345
C -3.42180 2.85358 -0.11137
C -3.54564 2.04133 1.00170
C -2.67101 0.98784 1.15913
N -1.72317 0.70773 0.24958
H 1.72657 -2.31845 -3.24749
H 0.89101 -2.53707 -1.75224
H 1.22454 1.45882 -5.67926
H 0.16216 2.71955 -5.10853
H -2.33005 3.16010 -1.96169
H -4.08739 3.69688 -0.24666
H -4.30741 2.21927 1.74789
H -2.71887 0.34240 2.02326
*
```

Record 2
Density functional theory data (wB97M-V/def2-TZVPD) for a 2-piece molecular cluster, C9H12NOS overall in a non-equilibrium geometry.

Relative energy (zero: lowest compared OMol25 entry of this formula, charge and spin): 532.7 kJ/mol
LUMO (spin up / spin down): -0.2487 / -0.2397 Ha
HOMO energy (spin up / spin down): -0.44358 / -0.45560 Eh
Frontier orbital gap (spin up / spin down): 5.302 / 5.875 eV

The geometry in ORCA input format:
```
! RIJCOSX wB97M-V def2-TZVPD def2/J DEFGRID3
* xyz 1 1
C -2.73207 -1.32002 -0.01665
C -2.89299 1.06504 -0.00860
C -1.36524 -1.24230 0.08039
C -1.54427 1.21409 0.23195
C -3.53190 -0.15052 -0.05053
C -0.76261 0.05039 0.33997
C 5.18470 -0.89261 -0.75777
C -4.97594 -0.28470 -0.19523
C 4.89629 1.24802 0.43137
N 4.58778 0.03065 -0.17223
O 0.54263 0.22218 0.58849
S 1.60623 -0.97991 0.55334
H -3.31690 -2.19125 -0.09061
H -3.58557 2.00738 -0.11161
H -0.62542 -2.12106 0.02941
H -0.99787 2.20332 0.36761
H 4.78707 -1.81922 -0.99857
H 6.12543 -0.67911 -1.14499
H -5.34029 -0.26774 0.74379
H -5.49082 0.66025 -0.67021
H -5.38995 -1.15437 -0.76068
H 5.80560 1.52971 0.05548
H 4.81873 0.91390 1.43444
H 4.19739 1.95788 0.12141
*
```

Record 3
Density functional theory data (wB97M-V/def2-TZVPD) for C3H6O2S in the gas phase in a non-equilibrium geometry.

Relative energy (zero: lowest compared OMol25 entry of this formula, charge and spin): 270.7 kJ/mol
Structure (SMILES): COC(=S)CO
LUMO: 0.0070 Ha
HOMO energy: -0.33952 Eh
Frontier orbital gap: 9.430 eV

The geometry in ORCA input format:
```
! RIJCOSX wB97M-V def2-TZVPD def2/J DEFGRID3
* xyz 0 1
C 1.54452 -0.50601 -0.87324
O 0.48951 -0.16699 0.00745
C -0.78008 -0.24161 -0.31909
S -1.41620 -0.90767 -1.68082
C -1.31549 0.42165 0.92664
O -0.44958 1.47390 1.46306
H 1.09873 -0.02859 -1.80400
H 1.58692 -1.59289 -0.95888
H 2.40759 -0.06105 -0.43415
H -2.34805 0.77174 0.82811
H -1.41560 -0.30689 1.74774
H 0.59773 1.14441 1.09718
*
```

no.,E_tot (eV)
1,-52570.927
2,-23888.110
3,-18136.142